This record from the Open Molecules 2025 dataset describes a molecular structure, C33H39AsBiBrN7O2SSi2. The level of theory is the ωB97M-V functional and the def2-TZVPD basis.

Calculated values
Max |F|   0.009 hartree/bohr
Net charge   +1
Molecular weight   1017.77 g/mol
HOMO-LUMO gap   6.98 eV

Last column: Mulliken charge in e.
Positions of all 87 atoms, in Å:
Bi (0.140, -0.751, -0.665)  1.007
C (-1.067, 1.985, 3.073)  -0.897
N (0.223, 2.295, 2.472)  0.304
C (0.795, 3.548, 2.419)  -0.581
C (1.938, 3.430, 1.723)  -0.410
N (2.062, 2.097, 1.370)  0.549
C (0.990, 1.416, 1.823)  0.149
S (0.667, -0.288, 1.799)  -0.516
C (3.140, 1.614, 0.567)  0.060
C (4.409, 2.119, 0.798)  -0.870
C (5.427, 1.712, -0.044)  -0.546
C (5.139, 0.822, -1.067)  -0.889
C (3.842, 0.353, -1.180)  -0.368
N (2.850, 0.735, -0.374)  0.578
H (-1.436, 2.883, 3.560)  0.332
H (-0.962, 1.189, 3.805)  0.348
H (-1.761, 1.680, 2.291)  0.339
H (0.320, 4.413, 2.843)  0.433
H (2.629, 4.175, 1.379)  0.503
H (4.594, 2.801, 1.616)  0.582
H (6.434, 2.077, 0.104)  0.432
H (5.901, 0.491, -1.757)  0.448
H (3.577, -0.358, -1.951)  0.418
Br (-0.743, -1.324, -4.478)  -0.035
C (-0.291, 0.509, -4.188)  0.216
C (0.038, 1.317, -5.261)  -0.795
C (0.400, 2.624, -4.964)  -0.390
C (0.428, 3.047, -3.644)  -0.905
C (0.056, 2.152, -2.653)  0.693
N (-0.311, 0.898, -2.936)  0.168
C (0.093, 2.547, -1.178)  -0.098
O (0.700, 3.577, -0.890)  -0.714
O (-0.469, 1.727, -0.387)  -0.515
H (0.012, 0.940, -6.273)  0.464
H (0.668, 3.302, -5.764)  0.426
H (0.733, 4.042, -3.357)  0.553
N (-7.249, -0.020, -0.840)  0.024
C (-8.492, 0.054, -0.249)  0.757
C (-9.772, 0.241, -0.769)  -1.080
C (-10.804, 0.267, 0.143)  -0.401
C (-10.578, 0.114, 1.525)  -0.503
C (-9.312, -0.074, 2.029)  -0.761
C (-8.250, -0.107, 1.120)  0.570
N (-6.897, -0.279, 1.348)  -0.601
C (-6.345, -0.223, 0.169)  -0.203
C (-4.901, -0.351, -0.043)  1.208
C (-4.288, -0.120, -1.270)  -0.938
C (-2.920, -0.255, -1.379)  -0.237
N (-2.161, -0.614, -0.340)  0.640
C (-2.739, -0.833, 0.849)  -0.708
C (-4.095, -0.710, 1.035)  -0.878
H (-7.060, 0.019, -1.826)  0.167
H (-9.951, 0.359, -1.829)  0.386
H (-11.816, 0.410, -0.210)  0.392
H (-11.423, 0.145, 2.199)  0.393
H (-9.129, -0.192, 3.089)  0.439
H (-4.848, 0.181, -2.145)  0.365
H (-2.406, -0.057, -2.312)  0.101
H (-2.080, -1.121, 1.658)  0.586
H (-4.545, -0.894, 2.000)  0.598
C (-3.106, -3.780, -0.966)  -0.888
Si (-1.403, -4.548, -1.072)  0.601
C (-0.939, -4.739, -2.876)  -0.757
C (-1.417, -6.207, -0.222)  -1.124
As (0.076, -3.280, 0.272)  -0.370
Si (2.149, -3.836, -0.709)  0.549
C (2.362, -5.688, -0.730)  -1.089
C (3.449, -3.076, 0.404)  -0.966
C (2.416, -3.192, -2.467)  -1.001
H (-3.862, -4.511, -1.263)  0.522
H (-3.193, -2.920, -1.634)  0.139
H (-3.337, -3.454, 0.050)  0.187
H (-1.174, -5.751, -3.214)  0.394
H (0.119, -4.567, -3.065)  0.025
H (-1.505, -4.038, -3.493)  0.219
H (-2.202, -6.847, -0.632)  0.365
H (-1.592, -6.082, 0.848)  0.321
H (-0.461, -6.720, -0.344)  0.276
H (2.133, -6.116, 0.248)  0.308
H (3.396, -5.936, -0.978)  0.388
H (1.712, -6.164, -1.468)  0.301
H (3.474, -3.602, 1.361)  0.325
H (3.248, -2.024, 0.624)  0.159
H (4.440, -3.146, -0.052)  0.357
H (2.100, -3.928, -3.206)  0.446
H (3.482, -3.008, -2.629)  0.430
H (1.879, -2.269, -2.703)  0.097